The following is a DFT calculation (ωB97M-V/def2-TZVPD) of a molecular structure, C23H29As2CaN2O9S in a non-equilibrium geometry.

The value obtained for the lowest unoccupied orbital energy is 2.58 eV. Its energy above the lowest of the compared OMol25 structures with the same formula, charge and spin is 108.04 kJ/mol. The electronic energy is -7228.183051 Ha. As for the net charge: -1.

Geometry (Å):
Ca (-0.36, -0.11, -0.70)
O (-2.45, 2.51, -2.17)
As (-2.43, 2.38, -0.40)
O (-2.72, 3.88, 0.19)
O (-0.96, 1.69, 0.05)
C (-4.03, 1.29, -0.10)
C (-5.12, 2.00, 0.37)
C (-6.36, 1.38, 0.49)
C (-6.52, 0.06, 0.13)
C (-5.44, -0.68, -0.33)
C (-4.20, -0.07, -0.43)
S (-2.79, -1.06, -0.80)
O (-3.21, -2.39, -1.13)
O (-2.00, -0.95, 0.44)
O (-2.08, -0.37, -1.91)
H (-2.19, 1.67, -2.57)
H (-4.97, 3.04, 0.63)
H (-7.21, 1.95, 0.86)
H (-7.50, -0.42, 0.21)
H (-5.53, -1.73, -0.60)
C (-0.52, -3.34, -3.81)
C (0.58, -3.97, -2.96)
C (1.73, -3.02, -2.61)
C (2.73, -3.73, -1.68)
C (3.84, -2.82, -1.18)
C (2.45, -2.64, -3.89)
O (3.05, -3.45, -4.56)
N (2.36, -1.33, -4.26)
C (1.72, -0.28, -3.57)
O (1.72, 0.82, -4.08)
N (1.16, -0.57, -2.35)
C (1.15, -1.83, -1.87)
O (0.63, -2.06, -0.75)
H (-1.28, -4.07, -4.06)
H (-0.12, -2.95, -4.76)
H (-1.01, -2.52, -3.29)
H (1.02, -4.82, -3.49)
H (0.15, -4.33, -2.02)
H (3.15, -4.56, -2.24)
H (2.16, -4.12, -0.84)
H (4.41, -2.39, -2.01)
H (4.54, -3.37, -0.54)
H (3.44, -1.99, -0.58)
H (2.80, -1.06, -5.13)
C (3.27, 0.47, 1.97)
As (1.54, 0.81, 1.17)
C (1.84, 2.72, 0.89)
C (0.43, 0.82, 2.82)
C (0.77, 1.91, 3.79)
C (1.69, 1.71, 4.82)
C (2.02, 2.74, 5.69)
C (1.44, 3.99, 5.54)
C (0.52, 4.20, 4.52)
C (0.19, 3.17, 3.65)
H (3.46, 1.19, 2.77)
H (4.03, 0.59, 1.20)
H (3.33, -0.54, 2.36)
H (2.27, 3.17, 1.78)
H (0.89, 3.19, 0.65)
H (2.52, 2.83, 0.05)
H (0.55, -0.17, 3.26)
H (-0.59, 0.93, 2.46)
H (2.13, 0.73, 4.95)
H (2.73, 2.56, 6.49)
H (1.70, 4.80, 6.22)
H (0.05, 5.17, 4.40)
H (-0.53, 3.34, 2.85)

---

The following is a DFT calculation (ωB97M-V/def2-TZVPD) of 3 unconnected molecules or ions with the total composition C35H70F4IN6O7 in a non-equilibrium geometry.

The value obtained for the lowest unoccupied orbital energy is -4.42 eV. The electronic energy is -2927.365702 Ha. As for the net charge: +1.

Geometry (Å):
C (5.44, -0.45, 3.86)
C (5.77, -1.56, 2.74)
O (4.98, -2.78, 2.82)
C (3.59, -2.55, 2.51)
C (3.44, -2.26, 0.93)
O (2.27, -2.84, 0.31)
C (1.08, -2.03, 0.52)
N (0.38, -1.62, -0.73)
C (0.03, -2.75, -1.60)
N (-1.26, -3.14, -1.59)
C (-2.31, -2.42, -0.75)
C (-2.36, -2.90, 0.78)
C (-3.84, -3.32, 1.29)
C (-4.69, -2.11, 1.95)
C (-5.75, -2.81, 2.97)
C (-7.09, -1.94, 3.17)
C (-8.11, -2.12, 1.91)
C (-8.05, -0.74, 1.07)
C (-9.16, 0.27, 1.65)
C (-9.65, 1.24, 0.43)
C (-11.27, 1.30, 0.49)
C (-11.83, 2.24, -0.68)
O (-11.65, 1.59, -1.97)
C (-12.35, 2.31, -3.01)
C (-1.79, -4.28, -2.42)
I (-2.83, -3.46, -4.19)
C (-2.80, -5.25, -1.64)
C (-2.15, -6.04, -0.39)
N (1.03, -3.42, -2.43)
C (2.16, -2.49, -2.81)
F (2.65, -2.87, -4.13)
C (1.76, -0.94, -2.83)
C (1.03, -0.50, -1.44)
F (2.03, 0.21, -0.69)
N (0.00, 0.53, -1.86)
C (0.64, 1.70, -2.50)
O (0.97, 2.70, -1.81)
F (0.88, 1.81, -3.91)
C (-0.76, 1.03, -0.70)
O (-1.87, 1.58, -0.95)
F (-0.36, 0.97, 0.66)
H (5.82, -0.85, 4.87)
H (4.33, -0.17, 3.94)
H (5.99, 0.52, 3.54)
H (6.87, -1.88, 2.93)
H (5.77, -1.05, 1.71)
H (3.09, -1.72, 3.13)
H (3.04, -3.55, 2.73)
H (3.57, -1.14, 0.78)
H (4.36, -2.76, 0.43)
H (1.27, -1.16, 1.26)
H (0.33, -2.73, 1.09)
H (-3.37, -2.59, -1.19)
H (-2.16, -1.28, -0.75)
H (-2.06, -2.00, 1.44)
H (-1.62, -3.74, 1.04)
H (-3.72, -4.13, 2.11)
H (-4.50, -3.79, 0.48)
H (-4.05, -1.31, 2.46)
H (-5.35, -1.63, 1.13)
H (-6.09, -3.83, 2.51)
H (-5.29, -3.06, 3.99)
H (-7.66, -2.40, 4.08)
H (-6.90, -0.85, 3.44)
H (-7.82, -3.03, 1.25)
H (-9.20, -2.27, 2.23)
H (-8.22, -0.98, -0.05)
H (-7.02, -0.21, 1.19)
H (-8.69, 0.95, 2.45)
H (-10.09, -0.25, 2.09)
H (-9.37, 0.78, -0.59)
H (-9.15, 2.26, 0.53)
H (-11.72, 0.25, 0.32)
H (-11.59, 1.77, 1.49)
H (-11.35, 3.28, -0.72)
H (-12.98, 2.37, -0.52)
H (-11.73, 3.25, -3.24)
H (-13.44, 2.57, -2.73)
H (-12.35, 1.63, -3.95)
H (-0.96, -4.94, -2.85)
H (-3.12, -6.06, -2.40)
H (-3.80, -4.71, -1.37)
H (-2.90, -6.01, 0.50)
H (-1.12, -5.65, -0.06)
H (-2.09, -7.17, -0.67)
H (0.65, -3.72, -3.35)
H (3.08, -2.62, -2.12)
H (1.09, -0.73, -3.73)
H (2.74, -0.34, -2.91)
C (8.48, 1.66, -2.53)
C (9.38, 0.81, -1.64)
C (8.61, -0.15, -0.70)
O (7.99, 0.49, 0.41)
C (6.77, 1.14, 0.12)
N (10.27, 1.71, -0.88)
H (8.03, 2.50, -2.00)
H (9.06, 2.08, -3.36)
H (7.68, 1.05, -2.96)
H (10.00, 0.19, -2.29)
H (9.34, -0.85, -0.27)
H (7.88, -0.75, -1.26)
H (6.19, 0.60, -0.65)
H (6.96, 2.17, -0.20)
H (6.18, 1.18, 1.03)
H (10.94, 1.14, -0.37)
H (9.71, 2.14, -0.15)
C (5.86, 8.00, 0.43)
C (7.17, 7.21, 0.36)
C (7.10, 5.96, -0.53)
O (6.40, 4.86, 0.04)
C (4.99, 4.96, -0.04)
N (7.59, 6.88, 1.73)
H (5.13, 7.53, 1.09)
H (6.04, 9.00, 0.82)
H (5.41, 8.10, -0.56)
H (7.92, 7.88, -0.07)
H (8.13, 5.61, -0.69)
H (6.70, 6.20, -1.53)
H (4.66, 5.44, -0.96)
H (4.61, 5.49, 0.84)
H (4.58, 3.94, -0.01)
H (8.52, 6.45, 1.69)
H (6.99, 6.12, 2.06)

---

The following is a DFT calculation (ωB97M-V/def2-TZVPD) of a molecular structure, C20H42F6KNO13S2 in a non-equilibrium geometry.

The value obtained for the lowest unoccupied orbital energy is 0.03 eV. Its energy above the lowest of the compared OMol25 structures with the same formula, charge and spin is 49.47 kJ/mol. The electronic energy is -3815.498408 Ha.

Geometry (Å):
K (-0.57, 0.03, 0.43)
C (5.28, 0.87, -2.17)
F (5.17, 2.17, -1.90)
F (4.46, 0.57, -3.16)
F (6.53, 0.65, -2.53)
S (4.85, -0.07, -0.57)
O (6.11, -0.22, 0.15)
O (3.89, 0.76, 0.10)
N (4.29, -1.53, -1.25)
S (3.17, -1.99, -0.21)
O (3.66, -2.22, 1.15)
O (1.92, -1.27, -0.30)
C (2.84, -3.77, -0.73)
F (3.84, -4.54, -0.33)
F (1.74, -4.19, -0.08)
F (2.62, -3.89, -2.03)
C (-3.89, 0.44, -0.39)
O (-2.69, 0.30, -1.11)
C (-2.91, -0.10, -2.45)
C (-1.64, -0.40, -3.19)
O (-0.88, -1.33, -2.45)
C (0.19, -1.92, -3.17)
C (1.31, -0.97, -3.55)
O (1.00, -0.20, -4.69)
C (2.07, 0.58, -5.16)
H (-3.61, 0.65, 0.64)
H (-4.43, -0.51, -0.40)
H (-4.53, 1.26, -0.72)
H (-3.46, 0.73, -2.92)
H (-3.64, -0.91, -2.58)
H (-1.08, 0.53, -3.37)
H (-1.85, -0.77, -4.20)
H (-0.22, -2.40, -4.06)
H (0.60, -2.68, -2.51)
H (2.21, -1.57, -3.76)
H (1.60, -0.35, -2.70)
H (2.21, 1.47, -4.53)
H (1.91, 0.89, -6.19)
H (2.99, -0.01, -5.14)
C (-2.26, -3.26, -0.43)
O (-1.80, -2.61, 0.76)
C (-1.40, -3.54, 1.74)
C (-0.79, -2.93, 3.02)
O (-0.37, -1.59, 2.91)
C (0.75, -1.32, 3.75)
C (1.09, 0.17, 3.80)
O (1.02, 0.79, 2.51)
C (1.62, 2.06, 2.55)
H (-2.74, -2.48, -1.01)
H (-2.91, -4.11, -0.22)
H (-1.36, -3.61, -0.95)
H (-0.60, -4.13, 1.27)
H (-2.16, -4.27, 2.02)
H (0.08, -3.56, 3.23)
H (-1.52, -3.05, 3.83)
H (1.60, -1.88, 3.36)
H (0.58, -1.69, 4.76)
H (2.09, 0.30, 4.20)
H (0.29, 0.65, 4.38)
H (1.28, 2.74, 3.32)
H (1.55, 2.48, 1.54)
H (2.72, 1.99, 2.59)
C (-4.88, 1.02, 3.47)
O (-3.98, 1.81, 2.72)
C (-2.71, 1.88, 3.33)
C (-1.97, 3.04, 2.71)
O (-1.68, 2.69, 1.35)
C (-1.17, 3.79, 0.63)
C (-0.61, 3.43, -0.75)
O (0.34, 2.40, -0.65)
C (1.40, 2.44, -1.57)
H (-5.80, 0.89, 2.90)
H (-5.08, 1.49, 4.44)
H (-4.45, 0.02, 3.62)
H (-2.18, 0.91, 3.25)
H (-2.79, 2.04, 4.41)
H (-1.00, 3.21, 3.19)
H (-2.59, 3.94, 2.65)
H (-0.31, 4.23, 1.14)
H (-1.96, 4.54, 0.52)
H (-0.22, 4.38, -1.16)
H (-1.30, 3.18, -1.57)
H (1.06, 2.64, -2.59)
H (1.96, 1.51, -1.50)
H (2.08, 3.29, -1.42)

---

The following is a DFT calculation (ωB97M-V/def2-TZVPD) of a single C4H11NO molecule in a non-equilibrium geometry.

As for the SMILES: CCNCCO. The value obtained for the lowest unoccupied orbital energy is 0.88 eV. Its energy above the lowest of the compared OMol25 structures with the same formula, charge and spin is 262.01 kJ/mol. The electronic energy is -288.917221 Ha.

Geometry (Å):
C (-1.05, 1.23, 1.42)
C (-0.17, 0.05, 1.86)
N (-0.19, -0.78, 0.62)
C (0.10, 0.01, -0.67)
C (0.79, -0.94, -1.72)
O (0.97, -0.09, -2.86)
H (-0.45, 2.18, 1.26)
H (-1.71, 1.63, 2.35)
H (-1.86, 0.91, 0.68)
H (-0.57, -0.59, 2.70)
H (0.92, 0.43, 2.09)
H (0.54, -1.59, 0.81)
H (0.56, 1.01, -0.42)
H (-0.85, 0.28, -1.09)
H (1.76, -1.28, -1.32)
H (0.20, -1.88, -1.94)
H (1.03, -0.56, -3.77)

---

The following is a DFT calculation (ωB97M-V/def2-TZVPD) of a molecular structure, C54H44BrCl2N5O5P2SSc.

The value obtained for the lowest unoccupied orbital energy is 2.30 eV. Its energy above the lowest of the compared OMol25 structures with the same formula, charge and spin is 8.87 kJ/mol. The electronic energy is -8070.598610 Ha. As for the net charge: -1.

Geometry (Å):
Sc (-1.25, -0.25, 0.27)
N (-4.46, -1.32, 3.32)
C (-3.68, -0.67, 2.38)
S (-2.09, -0.21, 2.90)
N (-4.27, -0.45, 1.24)
N (-3.45, 0.21, 0.34)
C (-4.07, 0.81, -0.61)
C (-3.45, 1.57, -1.70)
C (-4.29, 2.07, -2.69)
C (-3.81, 2.83, -3.74)
C (-2.45, 3.11, -3.79)
C (-1.59, 2.65, -2.82)
C (-2.07, 1.86, -1.75)
O (-1.25, 1.44, -0.82)
H (-3.94, -1.79, 4.05)
H (-5.23, -1.83, 2.93)
H (-5.16, 0.75, -0.61)
H (-5.35, 1.84, -2.63)
H (-4.48, 3.20, -4.51)
H (-2.05, 3.71, -4.61)
H (-0.53, 2.86, -2.84)
C (1.80, 3.59, 2.18)
N (0.73, 2.66, 1.83)
P (1.08, 1.10, 1.27)
C (2.21, 0.45, 2.52)
C (1.61, -0.17, 3.62)
C (2.37, -0.65, 4.66)
C (3.76, -0.54, 4.61)
C (4.37, 0.06, 3.52)
C (3.60, 0.56, 2.48)
C (2.10, 1.38, -0.21)
C (2.00, 2.58, -0.92)
C (2.67, 2.75, -2.12)
C (3.44, 1.71, -2.63)
C (3.53, 0.51, -1.94)
C (2.85, 0.34, -0.74)
P (-0.93, 3.03, 2.02)
C (-1.00, 4.78, 1.44)
C (-1.37, 4.96, 0.11)
C (-1.44, 6.23, -0.44)
C (-1.14, 7.34, 0.34)
C (-0.77, 7.17, 1.67)
C (-0.70, 5.90, 2.21)
C (-1.11, 3.27, 3.83)
C (-0.21, 2.75, 4.74)
C (-0.45, 2.84, 6.11)
C (-1.60, 3.45, 6.57)
C (-2.52, 3.96, 5.67)
C (-2.29, 3.86, 4.31)
H (2.76, 3.21, 1.81)
H (1.90, 3.73, 3.26)
H (1.63, 4.57, 1.72)
H (0.53, -0.30, 3.64)
H (1.89, -1.13, 5.50)
H (4.36, -0.92, 5.43)
H (5.45, 0.14, 3.48)
H (4.08, 1.01, 1.62)
H (1.36, 3.37, -0.54)
H (2.57, 3.68, -2.66)
H (3.96, 1.84, -3.57)
H (4.10, -0.31, -2.35)
H (2.88, -0.62, -0.24)
H (-1.61, 4.10, -0.50)
H (-1.73, 6.35, -1.47)
H (-1.19, 8.34, -0.08)
H (-0.54, 8.03, 2.29)
H (-0.42, 5.77, 3.25)
H (0.68, 2.24, 4.39)
H (0.27, 2.43, 6.81)
H (-1.79, 3.52, 7.64)
H (-3.44, 4.42, 6.02)
H (-3.02, 4.24, 3.61)
Br (0.23, -8.81, 2.16)
C (0.20, -6.93, 1.89)
C (-0.74, -6.38, 1.03)
C (-0.77, -5.01, 0.84)
C (0.16, -4.20, 1.48)
C (1.10, -4.76, 2.33)
C (1.12, -6.13, 2.55)
C (0.19, -2.71, 1.23)
O (1.26, -2.11, 1.35)
O (-0.93, -2.20, 0.89)
H (-1.45, -7.02, 0.52)
H (-1.50, -4.55, 0.19)
H (1.83, -4.12, 2.79)
H (1.85, -6.58, 3.21)
Cl (0.28, -3.78, -6.34)
C (1.70, -2.98, -5.73)
C (2.34, -2.11, -6.59)
C (3.54, -1.50, -6.24)
C (4.09, -1.81, -5.01)
C (3.44, -2.65, -4.15)
Cl (4.18, -3.01, -2.61)
C (2.19, -3.25, -4.44)
N (1.59, -4.02, -3.49)
C (0.23, -4.43, -3.34)
C (0.00, -5.78, -3.15)
C (-1.28, -6.24, -2.88)
C (-2.33, -5.34, -2.81)
C (-2.09, -3.98, -3.00)
C (-0.81, -3.50, -3.25)
C (-0.59, -2.01, -3.37)
C (-0.87, -1.36, -2.03)
O (-2.04, -1.31, -1.58)
O (0.11, -0.94, -1.35)
H (1.89, -1.93, -7.56)
H (4.03, -0.83, -6.92)
H (5.04, -1.38, -4.70)
H (2.19, -4.28, -2.72)
H (0.83, -6.47, -3.22)
H (-1.45, -7.30, -2.72)
H (-3.33, -5.68, -2.60)
H (-2.90, -3.27, -2.91)
H (-1.27, -1.59, -4.12)
H (0.43, -1.77, -3.65)

---

The following is a DFT calculation (ωB97M-V/def2-TZVPD) of 10 unconnected molecules or ions with the total composition C4H29NO9.

As for the SMILES: CCCCN.O.O.O.O.O.O.O.O.O. The value obtained for the lowest unoccupied orbital energy is 0.34 eV. Its energy above the lowest of the compared OMol25 structures with the same formula, charge and spin is 0.00 kJ/mol. The electronic energy is -901.758492 Ha.

Geometry (Å):
C (2.19, -0.38, 2.88)
C (1.59, 0.99, 2.57)
C (0.09, 1.07, 2.89)
C (-0.76, 0.01, 2.19)
N (-0.79, 0.21, 0.72)
H (1.92, -1.12, 2.11)
H (1.88, -0.76, 3.85)
H (3.28, -0.31, 2.87)
H (2.14, 1.76, 3.13)
H (1.75, 1.24, 1.52)
H (-0.10, 1.04, 3.95)
H (-0.27, 2.07, 2.59)
H (-1.80, 0.07, 2.55)
H (-0.36, -0.99, 2.43)
H (-1.33, -0.54, 0.30)
H (0.13, 0.20, 0.29)
O (0.14, -3.42, -1.45)
H (0.90, -2.78, -1.59)
H (0.35, -4.16, -2.03)
O (2.16, -1.76, -1.93)
H (1.98, -0.81, -1.71)
H (2.41, -1.78, -2.86)
O (0.38, -4.44, 1.12)
H (1.29, -4.72, 1.17)
H (0.22, -4.02, 0.25)
O (-2.34, -2.24, -1.73)
H (-2.56, -2.29, -2.67)
H (-1.54, -2.80, -1.62)
O (1.67, 0.87, -1.70)
H (1.95, 1.53, -1.04)
H (0.96, 1.35, -2.18)
O (-0.26, 2.54, -2.54)
H (-0.88, 2.53, -1.77)
H (0.27, 3.33, -2.39)
O (1.10, 3.46, 0.11)
H (0.16, 3.18, 0.10)
H (1.27, 3.91, 0.95)
O (-3.50, 0.64, -1.25)
H (-3.23, -0.27, -1.00)
H (-2.69, 1.16, -1.17)
O (-1.49, 2.59, -0.07)
H (-1.35, 1.66, 0.37)
H (-2.30, 2.98, 0.25)